1.
{"formula": "C29H23BrCoN2OP", "method": "wB97M-V/def2-TZVPD", "species": ["Co", "Br", "C", "C", "C", "C", "O", "C", "C", "N", "C", "C", "C", "C", "C", "C", "C", "C", "N", "C", "C", "H", "H", "H", "H", "H", "H", "H", "H", "H", "H", "C", "P", "C", "C", "C", "C", "C", "C", "C", "C", "C", "C", "C", "C", "H", "H", "H", "H", "H", "H", "H", "H", "H", "H", "H", "H", "H"], "positions_angstrom": [[0.647, -0.747, -1.178], [-5.890, -1.105, -4.473], [-4.087, -0.943, -3.935], [-3.184, -0.231, -4.734], [-1.868, -0.111, -4.359], [-1.385, -0.680, -3.169], [-0.114, -0.516, -2.870], [-2.311, -1.401, -2.361], [-1.969, -2.069, -1.137], [-0.804, -2.039, -0.599], [-0.422, -2.741, 0.567], [-1.226, -3.465, 1.401], [-0.693, -4.116, 2.536], [0.639, -4.055, 2.817], [1.506, -3.331, 1.966], [2.902, -3.252, 2.172], [3.684, -2.555, 1.299], [3.072, -1.902, 0.220], [1.776, -1.942, -0.005], [0.974, -2.666, 0.848], [-3.657, -1.520, -2.777], [-3.530, 0.223, -5.653], [-1.163, 0.429, -4.977], [-2.771, -2.647, -0.671], [-2.287, -3.547, 1.201], [-1.356, -4.672, 3.183], [1.047, -4.560, 3.684], [3.339, -3.758, 3.025], [4.756, -2.492, 1.423], [3.666, -1.327, -0.481], [-4.351, -2.081, -2.163], [-1.751, 1.563, -0.293], [0.038, 1.270, -0.125], [0.369, 1.212, 1.656], [1.655, 0.843, 2.059], [1.976, 0.756, 3.404], [1.007, 1.026, 4.364], [-0.273, 1.387, 3.974], [-0.594, 1.482, 2.624], [0.771, 2.807, -0.738], [1.090, 3.869, 0.104], [1.593, 5.045, -0.432], [1.775, 5.165, -1.803], [1.460, 4.107, -2.645], [0.963, 2.925, -2.116], [-2.010, 2.505, 0.191], [-2.326, 0.746, 0.143], [-1.991, 1.637, -1.354], [2.415, 0.642, 1.311], [2.979, 0.482, 3.705], [1.253, 0.957, 5.415], [-1.027, 1.601, 4.720], [-1.599, 1.768, 2.339], [0.951, 3.777, 1.175], [1.843, 5.870, 0.222], [2.167, 6.085, -2.216], [1.606, 4.201, -3.713], [0.724, 2.091, -2.770]], "e_homo_ev": [-10.455, -10.645], "charge": 1, "lumo_energy_ev": [-3.654, -3.721], "homo_lumo_gap_ev": [6.801, 6.925], "multiplicity": 4, "e_above_lowest_kcal_mol": 0.0}

=====

2.
{"formula": "C29H23N2O2", "method": "wB97M-V/def2-TZVPD", "species": ["C", "O", "C", "C", "C", "C", "C", "C", "C", "C", "C", "O", "C", "C", "C", "C", "C", "C", "C", "C", "C", "C", "H", "H", "H", "H", "H", "H", "H", "H", "H", "H", "H", "H", "H", "H", "H", "H", "H", "N", "C", "C", "C", "C", "C", "N", "C", "C", "C", "C", "H", "H", "H", "H", "H", "H"], "positions_angstrom": [[5.244, 4.045, -0.339], [5.137, 2.690, -0.832], [3.931, 2.073, -0.777], [3.883, 0.722, -1.203], [2.724, 0.008, -1.063], [1.516, 0.596, -0.565], [0.410, -0.293, -0.407], [-0.952, -0.004, -0.078], [-1.910, -1.025, -0.355], [-3.255, -0.852, -0.109], [-3.707, 0.386, 0.373], [-5.080, 0.528, 0.558], [-5.810, 1.470, -0.175], [-6.825, 0.964, -0.992], [-7.436, 1.817, -1.906], [-7.100, 3.176, -1.935], [-6.156, 3.681, -1.034], [-5.512, 2.831, -0.130], [-2.800, 1.395, 0.711], [-1.437, 1.173, 0.554], [1.559, 1.992, -0.275], [2.749, 2.695, -0.307], [6.292, 4.303, -0.500], [4.592, 4.726, -0.906], [4.998, 4.098, 0.731], [4.789, 0.269, -1.595], [2.712, -1.047, -1.341], [0.565, -1.277, -0.851], [-1.562, -1.974, -0.766], [-3.978, -1.643, -0.304], [-7.071, -0.094, -0.931], [-8.179, 1.414, -2.596], [-7.584, 3.845, -2.653], [-5.908, 4.744, -1.027], [-4.790, 3.215, 0.587], [-3.163, 2.337, 1.122], [-0.748, 1.912, 0.954], [0.654, 2.535, -0.025], [2.784, 3.736, 0.023], [7.046, -2.750, 0.258], [5.949, -3.082, 0.502], [4.600, -3.482, 0.801], [3.639, -2.488, 1.039], [2.323, -2.859, 1.323], [1.998, -4.248, 1.329], [0.639, -4.351, 1.578], [0.095, -3.090, 1.736], [1.103, -2.146, 1.575], [2.947, -5.244, 1.123], [4.261, -4.847, 0.857], [3.894, -1.429, 0.997], [0.131, -5.229, 1.658], [-0.962, -2.951, 1.934], [1.062, -1.089, 1.786], [2.659, -6.293, 1.174], [5.041, -5.589, 0.689]], "e_homo_ev": -10.976, "charge": 1, "lumo_energy_ev": -5.312, "homo_lumo_gap_ev": 5.664, "e_above_lowest_kcal_mol": 0.0}

=====

3.
{"formula": "C29H24ClEuF6N12O7PS3", "method": "wB97M-V/def2-TZVPD", "species": ["Eu", "N", "C", "N", "N", "N", "N", "C", "N", "N", "N", "N", "H", "F", "C", "F", "F", "S", "O", "O", "N", "S", "O", "O", "C", "F", "F", "F", "Cl", "C", "C", "C", "C", "C", "C", "P", "C", "C", "C", "C", "C", "C", "C", "C", "C", "C", "C", "C", "H", "H", "H", "H", "H", "H", "H", "H", "H", "H", "H", "H", "H", "H", "O", "N", "C", "C", "C", "C", "C", "S", "H", "H", "H", "H", "N", "C", "C", "O", "O", "H", "H", "H", "H", "H"], "positions_angstrom": [[0.296, 0.498, 0.945], [-0.146, 4.303, 0.785], [0.869, 3.800, 1.584], [1.469, 4.515, 2.528], [2.464, 3.735, 2.951], [2.481, 2.630, 2.305], [1.487, 2.612, 1.395], [-0.989, 3.444, 0.115], [-2.229, 3.759, -0.254], [-2.677, 2.681, -0.873], [-1.774, 1.765, -0.897], [-0.648, 2.211, -0.298], [-0.639, 5.073, 1.217], [-3.396, 2.222, 4.790], [-3.368, 1.149, 3.953], [-4.329, 1.378, 3.034], [-3.796, 0.102, 4.717], [-1.232, 0.657, 3.184], [-1.087, 1.937, 2.470], [-1.662, -0.366, 2.181], [0.448, 0.191, 3.321], [0.477, -1.321, 3.062], [-0.347, -2.161, 3.884], [0.608, -1.698, 1.669], [2.198, -1.728, 3.774], [2.569, -3.005, 3.544], [3.187, -0.953, 3.326], [2.185, -1.597, 5.116], [0.521, 0.215, -2.257], [-0.968, -0.024, -3.094], [-1.172, 0.414, -4.391], [-2.409, 0.219, -4.986], [-3.423, -0.420, -4.296], [-3.208, -0.865, -3.002], [-1.981, -0.672, -2.385], [-1.600, -1.114, -0.639], [-3.301, -1.439, -0.059], [-3.896, -2.695, -0.056], [-5.180, -2.858, 0.433], [-5.884, -1.768, 0.916], [-5.311, -0.507, 0.876], [-4.024, -0.342, 0.398], [-0.987, -2.825, -0.894], [-0.531, -3.323, -2.109], [0.072, -4.569, -2.167], [0.257, -5.309, -1.013], [-0.207, -4.825, 0.201], [-0.841, -3.601, 0.256], [-0.374, 0.909, -4.920], [-2.582, 0.574, -5.991], [-4.387, -0.565, -4.764], [-4.004, -1.353, -2.461], [-3.351, -3.548, -0.436], [-5.624, -3.845, 0.439], [-6.880, -1.906, 1.317], [-5.858, 0.349, 1.240], [-3.575, 0.640, 0.384], [-0.631, -2.728, -3.006], [0.418, -4.960, -3.115], [0.779, -6.259, -1.041], [-0.043, -5.393, 1.108], [-1.197, -3.209, 1.197], [2.426, -0.041, 0.868], [3.609, -0.204, 0.345], [4.631, 0.536, 0.788], [5.887, 0.432, 0.236], [6.087, -0.466, -0.815], [5.038, -1.239, -1.246], [3.770, -1.137, -0.651], [2.451, -2.088, -1.077], [4.376, 1.213, 1.594], [6.695, 1.042, 0.610], [7.056, -0.561, -1.284], [5.137, -1.948, -2.052], [3.148, 4.310, -0.262], [3.508, 4.093, -1.640], [3.084, 2.677, -2.065], [3.195, 2.310, -3.207], [2.636, 1.922, -1.085], [3.735, 4.982, 0.210], [2.650, 2.419, -0.217], [2.178, 4.582, -0.151], [4.595, 4.137, -1.747], [3.068, 4.803, -2.359]], "e_homo_ev": [0.370, -3.329], "charge": -2, "lumo_energy_ev": [4.244, 3.000], "homo_lumo_gap_ev": [3.874, 6.329], "multiplicity": 8, "e_above_lowest_kcal_mol": 114.9}

=====

4.
{"formula": "C29H24Co2NO6", "method": "wB97M-V/def2-TZVPD", "species": ["O", "C", "Co", "C", "O", "C", "O", "C", "C", "C", "C", "C", "C", "C", "C", "C", "Co", "C", "O", "C", "O", "C", "O", "H", "H", "H", "H", "H", "H", "H", "C", "C", "C", "N", "C", "C", "C", "C", "C", "C", "C", "C", "C", "C", "C", "H", "H", "H", "H", "H", "H", "H", "H", "H", "H", "H", "H", "H", "H", "H", "H", "H"], "positions_angstrom": [[1.213, 1.887, 4.635], [0.754, 0.829, 4.509], [-0.070, -0.689, 4.276], [1.205, -1.750, 3.657], [2.134, -2.352, 3.321], [-0.699, -1.228, 5.819], [-1.051, -1.568, 6.871], [-1.772, 0.070, 3.377], [-2.263, 1.272, 4.035], [-2.713, 1.290, 5.378], [-2.824, 2.511, 6.044], [-2.579, 3.711, 5.360], [-2.333, 3.696, 3.982], [-2.261, 2.480, 3.303], [-1.493, -0.145, 1.980], [-0.727, 0.402, 1.024], [-2.388, -1.461, 2.708], [-3.263, -2.086, 4.156], [-3.909, -2.617, 4.961], [-1.315, -2.898, 2.355], [-0.886, -3.945, 2.108], [-3.596, -1.531, 1.446], [-4.374, -1.574, 0.585], [-2.939, 0.352, 5.898], [-3.095, 2.537, 7.104], [-2.624, 4.662, 5.889], [-2.197, 4.619, 3.413], [-2.123, 2.441, 2.218], [-0.610, -0.087, 0.056], [-0.192, 1.339, 1.192], [-0.863, -1.918, -5.475], [-0.937, -0.617, -6.296], [-0.081, 0.417, -5.553], [0.647, -0.332, -4.548], [1.475, 0.311, -3.664], [1.411, 1.676, -3.477], [2.245, 2.355, -2.462], [2.501, 1.427, -1.239], [2.920, 0.057, -1.660], [2.469, -0.469, -2.888], [3.019, -1.671, -3.357], [3.898, -2.410, -2.565], [4.257, -1.935, -1.294], [3.758, -0.709, -0.849], [0.092, -1.650, -4.306], [-1.847, -2.211, -5.104], [-0.471, -2.733, -6.087], [-0.525, -0.760, -7.299], [-1.966, -0.262, -6.395], [0.617, 0.941, -6.224], [-0.723, 1.185, -5.092], [0.800, 2.293, -4.136], [3.226, 2.627, -2.889], [1.763, 3.285, -2.142], [3.266, 1.875, -0.591], [1.574, 1.367, -0.647], [2.772, -2.018, -4.359], [4.306, -3.344, -2.942], [4.927, -2.517, -0.661], [4.038, -0.326, 0.132], [-0.446, -1.681, -3.343], [0.869, -2.418, -4.249]], "e_homo_ev": -4.113, "charge": -1, "lumo_energy_ev": 2.392, "homo_lumo_gap_ev": 6.505}

=====

| no. | energy (eV) |
| --- | --- |
| 1 | -152428.7877 |
| 2 | -37513.4570 |
| 3 | -152623.1774 |
| 4 | -119489.7114 |